(1)
ORCA calculation (ωB97M-V/def2-TZVPD) on a 4-piece molecular cluster, C54H38N2O6 overall.

Geometry as XYZ:
```
100
Properties=species:S:1:pos:R:3:lowdin_charge:R:1
C 7.56 -0.66 1.94 -0.101
C 6.79 -1.89 2.41 -0.214
C 6.00 -2.58 1.28 -0.342
C 5.77 -4.05 1.63 -0.074
C 4.73 -1.82 1.00 -0.184
C 4.80 -0.68 0.15 -0.024
C 3.71 0.08 -0.10 -0.008
C 2.46 -0.24 0.47 -0.222
N 1.38 0.53 0.21 0.124
C 0.26 0.16 0.77 -0.128
C 0.17 -0.99 1.60 -0.118
N 1.19 -1.75 1.87 0.127
C 2.37 -1.38 1.30 -0.208
C 3.52 -2.16 1.55 0.034
H 8.24 -0.30 2.72 0.071
H 8.13 -0.85 1.03 0.072
H 6.87 0.16 1.75 0.066
H 7.45 -2.61 2.89 0.105
H 6.07 -1.57 3.16 0.119
H 6.59 -2.53 0.36 0.136
H 5.23 -4.13 2.58 0.077
H 6.73 -4.54 1.78 0.078
H 5.23 -4.58 0.86 0.085
H 5.75 -0.42 -0.30 0.098
H 3.76 0.95 -0.75 0.113
H -0.62 0.76 0.59 0.099
H -0.79 -1.26 2.03 0.104
H 3.41 -3.03 2.18 0.116
C -1.07 -1.54 -3.61 -0.051
C -1.07 -0.33 -2.92 -0.056
C -2.24 0.14 -2.34 -0.008
C -3.41 -0.59 -2.47 -0.083
C -3.41 -1.80 -3.18 -0.082
C -2.23 -2.26 -3.75 0.000
C -4.66 -2.59 -3.35 -0.277
O -4.66 -3.64 -3.96 0.109
C -5.92 -2.05 -2.75 -0.081
C -7.10 -2.76 -2.92 0.000
C -8.27 -2.28 -2.35 -0.051
C -8.27 -1.10 -1.62 -0.050
C -7.09 -0.39 -1.46 -0.008
C -5.91 -0.86 -2.02 -0.080
C -4.65 -0.08 -1.83 -0.273
O -4.64 0.93 -1.15 0.086
H -0.15 -1.90 -4.05 0.109
H -0.15 0.24 -2.81 0.107
H -2.25 1.07 -1.79 0.117
H -2.25 -3.20 -4.29 0.121
H -7.09 -3.68 -3.48 0.121
H -9.20 -2.83 -2.48 0.108
H -9.18 -0.73 -1.18 0.110
H -7.07 0.53 -0.89 0.112
C 6.29 5.23 -1.01 -0.054
C 6.88 6.19 -1.83 -0.055
C 7.84 5.82 -2.76 -0.001
C 8.21 4.48 -2.87 -0.082
C 7.63 3.52 -2.05 -0.081
C 6.66 3.90 -1.12 -0.001
C 8.03 2.09 -2.13 -0.271
O 7.51 1.25 -1.43 0.092
C 9.09 1.72 -3.12 -0.081
C 9.50 0.40 -3.19 -0.002
C 10.48 0.03 -4.10 -0.056
C 11.04 0.98 -4.94 -0.055
C 10.63 2.30 -4.87 -0.001
C 9.65 2.68 -3.96 -0.081
C 9.24 4.11 -3.89 -0.277
O 9.72 4.93 -4.64 0.109
H 5.54 5.52 -0.29 0.109
H 6.59 7.23 -1.74 0.108
H 8.30 6.55 -3.40 0.121
H 6.22 3.14 -0.49 0.117
H 9.06 -0.34 -2.53 0.118
H 10.81 -1.00 -4.15 0.108
H 11.80 0.69 -5.66 0.108
H 11.06 3.05 -5.52 0.121
C -12.03 -0.81 6.27 -0.058
C -11.77 -2.07 5.75 -0.058
C -10.72 -2.26 4.87 -0.003
C -9.93 -1.18 4.50 -0.083
C -10.19 0.09 5.01 -0.083
C -11.25 0.27 5.90 -0.003
C -9.38 1.28 4.62 -0.278
O -9.60 2.38 5.07 0.106
C -8.27 1.06 3.64 -0.084
C -7.52 2.15 3.22 0.000
C -6.49 1.97 2.31 -0.045
C -6.19 0.70 1.83 -0.060
C -6.94 -0.39 2.24 -0.001
C -7.99 -0.22 3.14 -0.082
C -8.79 -1.40 3.56 -0.278
O -8.54 -2.51 3.14 0.106
H -12.85 -0.67 6.96 0.107
H -12.39 -2.91 6.03 0.107
H -10.50 -3.23 4.46 0.120
H -11.44 1.26 6.30 0.120
H -7.76 3.13 3.60 0.120
H -5.91 2.82 1.98 0.111
H -5.39 0.57 1.12 0.089
H -6.73 -1.38 1.87 0.122
```

Results
- SMILES: O=C1c2ccccc2C(=O)c2ccccc21.O=C1c2ccccc2C(=O)c2ccccc21.O=C1c2ccccc2C(=O)c2ccccc21.CC[C@@H](C)c1ccc2nccnc2c1
- Energy: -2641.62018 a.u.
- Orbital gap: 7.843 eV
- HOMO level: -8.96 eV

---

(2)
ORCA calculation (ωB97M-V/def2-TZVPD) on C54H39BN11W as an isolated structure.

Geometry as XYZ:
```
106
Properties=species:S:1:pos:R:3:lowdin_charge:R:1
W -0.05 0.10 0.38 1.742
C -6.43 -0.05 4.85 -0.073
C -6.14 1.04 4.06 -0.049
C -4.95 1.07 3.30 -0.034
C -4.11 0.00 3.42 -0.237
C -4.27 -0.98 4.43 -0.038
C -5.44 -0.99 5.09 -0.098
C -2.82 -0.06 2.62 -0.086
C -1.70 0.63 3.15 -0.219
C -1.73 1.36 4.44 0.022
C -0.56 2.00 4.54 0.015
C 0.14 1.81 3.26 -0.192
C 1.13 2.64 2.80 -0.064
C 1.46 3.81 3.63 -0.256
C 0.61 4.87 3.63 -0.024
C 0.98 6.01 4.37 -0.037
C 2.18 6.00 5.15 -0.083
C 3.05 4.92 5.16 -0.064
C 2.66 3.85 4.34 -0.038
C 1.75 2.63 1.54 -0.235
N 1.56 1.62 0.66 0.016
C 2.48 1.87 -0.29 -0.292
C 1.55 0.35 -2.17 -0.244
C 1.67 -0.13 -3.67 -0.087
C 0.46 -0.42 -4.40 -0.005
C 0.45 -1.03 -5.66 -0.059
C 1.71 -1.23 -6.25 -0.067
C 2.95 -0.87 -5.62 -0.044
C 2.86 -0.44 -4.30 -0.079
C 1.17 -0.74 -1.26 -0.400
C 1.66 -3.26 -1.68 -0.189
C 0.20 -3.34 -2.00 0.012
C -0.62 -2.35 -1.70 -0.235
N -0.14 -1.10 -1.29 -0.046
C -2.07 -2.33 -1.58 -0.073
C -2.57 -1.58 -0.60 -0.233
C -4.01 -1.44 -0.43 0.007
C -4.23 -0.85 0.74 0.016
C -2.97 -0.62 1.38 -0.192
N -1.93 -0.85 0.42 -0.036
C -2.95 -3.14 -2.49 -0.163
C -3.96 -3.97 -1.93 -0.031
C -4.78 -4.74 -2.81 -0.077
C -4.71 -4.59 -4.18 -0.095
C -3.63 -3.86 -4.71 -0.075
C -2.77 -3.11 -3.90 -0.016
C 3.23 3.01 -0.07 0.006
C 2.71 3.51 1.08 0.014
N -0.63 0.95 2.44 0.020
H -7.31 -0.13 5.40 0.087
H -6.92 1.79 3.96 0.107
H -4.64 1.87 2.66 0.124
H -3.52 -1.75 4.62 0.130
H -5.64 -1.70 5.87 0.109
H -2.48 1.19 5.20 0.120
H -0.22 2.61 5.36 0.129
H -0.24 4.93 3.01 0.119
H 0.36 6.90 4.44 0.104
H 2.27 6.71 5.96 0.097
H 3.95 4.90 5.83 0.122
H 3.33 2.98 4.29 0.123
H -0.43 -0.08 -3.86 0.120
H -0.41 -1.41 -6.16 0.098
H 1.78 -1.60 -7.27 0.106
H 3.88 -0.99 -6.19 0.113
H 3.80 -0.25 -3.86 0.084
H 1.76 -4.02 -0.86 0.167
H -0.19 -4.32 -2.45 0.159
H -4.77 -1.80 -1.16 0.141
H -5.14 -0.53 1.23 0.128
H -4.15 -3.87 -0.86 0.110
H -5.56 -5.42 -2.39 0.118
H -5.33 -5.23 -4.82 0.113
H -3.49 -3.92 -5.80 0.107
H -1.99 -2.48 -4.27 0.087
H 4.05 3.39 -0.63 0.119
H 3.08 4.36 1.63 0.125
C 3.10 -1.44 3.00 -0.003
C 1.79 -1.32 2.60 -0.101
N 1.65 -0.83 1.35 -0.062
N 2.97 -0.62 0.89 0.014
C 3.79 -0.94 1.88 -0.051
B 3.54 -0.23 -0.46 -0.455
N 2.88 0.93 -1.34 0.059
C 3.57 1.70 -2.32 -0.101
C 2.73 2.49 -3.00 -0.053
C 1.31 2.48 -2.89 0.027
N 0.71 1.44 -2.17 -0.045
N 3.34 -1.59 -1.25 0.072
C 4.24 -2.23 -1.95 0.009
C 3.84 -3.27 -2.92 -0.056
C 2.59 -3.73 -2.84 0.016
N 2.00 -1.88 -1.25 0.060
H 3.48 -1.87 3.87 0.093
H 0.92 -1.59 3.10 0.103
H 4.85 -0.66 1.87 0.145
H 4.75 -0.06 -0.34 0.146
H 4.61 1.75 -2.36 0.127
H 3.21 3.17 -3.77 0.156
H 0.60 3.14 -3.39 0.129
H 5.25 -1.76 -1.80 0.151
H 4.59 -3.55 -3.73 0.144
H 2.23 -4.55 -3.48 0.133
N -1.18 2.42 -1.06 0.127
C -0.26 1.57 -1.09 -0.403
H -1.36 2.90 -1.93 0.049
```

Results
- Net charge: +1
- ⟨S²⟩: 2.047
- Multiplicity: 3
- Energy: -2775.05148 a.u.
- Orbital gap (alpha / beta): 5.740 / 5.605 eV
- Relative energy (zero: lowest compared OMol25 entry of this formula, charge and spin): 129.5 kJ/mol
- HOMO level (alpha / beta): -8.93 / -8.99 eV

---

(3)
ORCA calculation (ωB97M-V/def2-TZVPD) on C54H39ClFN10O3Tc as an isolated structure.

Geometry as XYZ:
```
109
Properties=species:S:1:pos:R:3:lowdin_charge:R:1
Tc 0.02 -0.01 0.47 1.476
C 6.19 -2.39 -0.90 -0.088
C 5.85 -2.06 -2.23 -0.090
C 4.60 -1.56 -2.55 -0.014
C 3.69 -1.41 -1.51 -0.111
C 2.35 -0.83 -1.46 -0.246
N 1.89 -0.86 -0.19 0.055
C 2.88 -1.36 0.62 -0.266
N 2.85 -1.55 1.94 0.214
C 1.94 -1.01 2.70 -0.272
C 1.95 -1.14 4.17 -0.106
C 2.63 -2.00 5.01 -0.010
C 2.37 -1.90 6.37 -0.075
C 1.47 -0.94 6.86 -0.078
C 0.81 -0.07 6.01 -0.006
C 1.07 -0.20 4.66 -0.094
C 0.57 0.53 3.48 -0.251
N 0.06 1.73 3.56 0.204
C -0.20 2.45 2.46 -0.281
N -0.30 2.03 1.17 0.048
C -0.65 3.10 0.40 -0.251
N -0.89 3.12 -0.92 0.207
C -0.49 2.15 -1.69 -0.282
N 0.27 1.07 -1.34 0.008
C 0.78 0.51 -2.48 -0.275
N 1.75 -0.35 -2.56 0.213
C 0.16 1.16 -3.65 -0.101
C 0.28 0.92 -5.00 -0.022
C -0.47 1.72 -5.86 -0.074
C -1.29 2.74 -5.36 -0.073
C -1.37 2.99 -4.00 -0.003
C -0.63 2.18 -3.16 -0.113
C -0.78 4.28 1.24 -0.115
C -1.08 5.60 0.94 -0.015
C -1.09 6.51 1.99 -0.090
C -0.80 6.10 3.30 -0.090
C -0.50 4.78 3.59 -0.016
C -0.50 3.87 2.53 -0.127
N 0.96 -0.12 2.34 0.029
C 4.02 -1.73 -0.20 -0.118
C 5.28 -2.22 0.13 -0.013
H 7.18 -2.76 -0.68 0.095
H 6.59 -2.20 -3.01 0.094
H 4.33 -1.30 -3.56 0.110
H 3.33 -2.74 4.61 0.116
H 2.87 -2.57 7.07 0.098
H 1.28 -0.89 7.93 0.098
H 0.12 0.68 6.37 0.114
H 0.93 0.14 -5.38 0.114
H -0.44 1.54 -6.93 0.100
H -1.88 3.33 -6.05 0.098
H -2.00 3.78 -3.59 0.118
H -1.31 5.90 -0.07 0.111
H -1.32 7.55 1.80 0.094
H -0.81 6.83 4.10 0.094
H -0.27 4.45 4.60 0.110
H 5.52 -2.47 1.16 0.112
F 3.25 -6.21 2.23 0.026
C 2.37 -5.23 1.89 -0.291
C 2.30 -4.81 0.58 -0.002
C 1.40 -3.81 0.24 -0.043
C 0.58 -3.21 1.21 -0.279
C -0.40 -2.15 0.86 -0.193
C 0.65 -3.71 2.51 -0.056
C 1.55 -4.71 2.87 -0.023
H 2.95 -5.27 -0.17 0.118
H 1.32 -3.47 -0.78 0.100
H -1.19 -2.12 1.59 -0.040
H -0.82 -2.35 -0.12 0.023
H 0.00 -3.29 3.27 0.114
H 1.60 -5.10 3.88 0.113
Cl -3.19 -2.67 2.69 0.705
C -3.01 -1.05 3.36 -0.572
C -3.35 -0.91 4.69 -0.134
C -3.42 0.35 5.27 -0.108
C -3.18 1.46 4.47 -0.090
C -2.82 1.29 3.15 -0.068
C -2.64 0.03 2.55 -0.280
C -2.16 -0.03 1.14 -0.178
H -3.60 -1.80 5.27 0.092
H -3.67 0.45 6.32 0.094
H -3.28 2.46 4.88 0.101
H -2.67 2.16 2.53 0.109
H -2.48 0.86 0.61 0.046
H -2.52 -0.91 0.61 0.023
C -1.40 -2.23 -5.50 -0.071
C -1.81 -3.39 -4.59 -0.177
C -2.43 -2.94 -3.25 -0.313
C -2.85 -4.19 -2.45 -0.167
C -3.57 -3.87 -1.14 -0.068
C -3.66 -2.12 -3.56 -0.447
O -4.61 -2.57 -4.18 0.070
N -3.63 -0.83 -3.12 0.215
C -2.70 -0.28 -2.21 -0.514
O -2.92 0.87 -1.85 0.032
N -1.63 -1.01 -1.82 0.163
C -1.37 -2.19 -2.43 -0.457
O -0.29 -2.76 -2.29 0.028
H -0.99 -2.61 -6.44 0.073
H -0.64 -1.61 -5.03 0.056
H -2.25 -1.59 -5.75 0.078
H -0.92 -3.98 -4.33 0.116
H -2.53 -4.04 -5.09 0.116
H -1.94 -4.75 -2.25 0.120
H -3.49 -4.79 -3.10 0.116
H -2.96 -3.23 -0.49 0.053
H -3.79 -4.79 -0.59 0.074
H -4.52 -3.35 -1.33 0.081
H -4.43 -0.25 -3.33 0.154
```

Results
- Net charge: -1
- ⟨S²⟩: 3.801
- Multiplicity: 4
- Energy: -3495.56149 a.u.
- Orbital gap (alpha / beta): 4.962 / 5.252 eV
- HOMO level (alpha / beta): -3.71 / -5.26 eV

---

(4)
ORCA calculation (ωB97M-V/def2-TZVPD) on a 9-piece molecular cluster, C54H45F9 overall.

Geometry as XYZ:
```
108
Properties=species:S:1:pos:R:3:lowdin_charge:R:1
F 1.19 -20.84 -16.66 0.049
C 0.01 -20.73 -17.30 -0.292
C -0.17 -21.18 -18.62 -0.027
C -1.38 -21.00 -19.25 -0.084
C -2.43 -20.47 -18.45 -0.074
C -2.20 -20.10 -17.08 -0.068
C -0.96 -20.22 -16.47 -0.023
H 0.74 -21.43 -19.14 0.114
H -1.52 -21.27 -20.28 0.103
H -3.39 -20.36 -18.92 0.089
H -2.97 -19.61 -16.50 0.095
H -0.76 -19.77 -15.51 0.120
F -5.77 -9.99 -15.13 0.055
C -6.55 -10.89 -14.52 -0.282
C -7.04 -10.67 -13.20 0.006
C -7.76 -11.75 -12.66 -0.091
C -7.98 -12.95 -13.33 -0.121
C -7.42 -13.23 -14.56 -0.060
C -6.72 -12.12 -15.15 -0.014
H -6.92 -9.71 -12.71 0.108
H -8.19 -11.61 -11.68 0.098
H -8.55 -13.74 -12.85 0.096
H -7.60 -14.16 -15.09 0.101
H -6.41 -12.34 -16.16 0.104
F 4.47 -6.80 -12.81 0.017
C 3.20 -6.36 -13.15 -0.254
C 2.91 -5.06 -12.96 -0.036
C 1.61 -4.59 -13.12 -0.078
C 0.70 -5.46 -13.73 -0.075
C 1.03 -6.85 -13.85 -0.085
C 2.23 -7.32 -13.46 -0.031
H 3.56 -4.32 -12.52 0.120
H 1.16 -3.67 -12.76 0.105
H -0.29 -5.11 -13.98 0.093
H 0.22 -7.50 -14.14 0.102
H 2.52 -8.36 -13.45 0.121
F -6.27 -13.00 -22.54 0.091
C -5.54 -12.64 -23.57 -0.289
C -6.10 -12.02 -24.71 0.007
C -5.32 -11.84 -25.91 -0.071
C -4.00 -12.19 -25.84 -0.149
C -3.39 -12.79 -24.77 -0.092
C -4.13 -12.97 -23.61 -0.007
H -7.15 -11.76 -24.71 0.100
H -5.49 -11.36 -26.86 0.102
H -3.43 -12.04 -26.75 0.099
H -2.33 -12.97 -24.90 0.105
H -3.70 -13.50 -22.78 0.104
F -15.21 -14.53 -12.87 0.072
C -15.88 -15.54 -13.41 -0.321
C -17.17 -15.85 -12.97 -0.014
C -17.97 -16.84 -13.58 -0.076
C -17.48 -17.53 -14.70 -0.084
C -16.19 -17.18 -15.07 -0.082
C -15.34 -16.21 -14.45 -0.012
H -17.59 -15.41 -12.08 0.109
H -18.92 -17.07 -13.13 0.098
H -18.04 -18.29 -15.23 0.099
H -15.69 -17.66 -15.90 0.094
H -14.38 -16.05 -14.91 0.116
F -15.02 -3.12 -11.40 0.074
C -14.36 -3.81 -10.49 -0.289
C -14.90 -4.08 -9.25 -0.027
C -14.17 -4.90 -8.44 -0.127
C -13.02 -5.52 -8.88 -0.069
C -12.45 -5.21 -10.21 -0.056
C -13.20 -4.42 -11.03 -0.029
H -15.66 -3.45 -8.81 0.119
H -14.52 -5.15 -7.45 0.106
H -12.52 -6.20 -8.21 0.089
H -11.57 -5.69 -10.62 0.095
H -12.85 -4.13 -12.02 0.114
F -12.80 -9.72 -21.68 0.103
C -12.76 -9.80 -20.38 -0.320
C -11.68 -9.41 -19.70 -0.053
C -11.63 -9.47 -18.35 -0.097
C -12.69 -10.01 -17.62 -0.094
C -13.82 -10.56 -18.28 -0.070
C -13.85 -10.43 -19.68 0.005
H -10.82 -8.95 -20.18 0.124
H -10.82 -9.16 -17.71 0.107
H -12.61 -10.26 -16.58 0.094
H -14.68 -10.94 -17.75 0.098
H -14.61 -10.91 -20.28 0.104
F -7.17 -21.00 -8.06 0.016
C -7.59 -19.69 -7.86 -0.193
C -8.73 -19.15 -8.47 -0.055
C -9.10 -17.88 -8.29 -0.125
C -8.38 -17.00 -7.53 -0.103
C -7.23 -17.42 -6.91 -0.083
C -6.83 -18.78 -7.03 0.005
H -9.30 -19.79 -9.12 0.118
H -9.96 -17.54 -8.85 0.112
H -8.75 -15.98 -7.55 0.104
H -6.60 -16.67 -6.45 0.102
H -5.85 -19.04 -6.66 0.102
F -1.77 -5.96 -25.24 0.055
C -1.03 -6.31 -24.17 -0.255
C 0.36 -5.87 -23.98 -0.009
C 1.10 -6.20 -22.84 -0.092
C 0.47 -6.89 -21.79 -0.099
C -0.88 -7.26 -21.90 -0.073
C -1.62 -6.91 -23.07 -0.026
H 0.75 -5.50 -24.92 0.102
H 2.12 -5.87 -22.81 0.099
H 0.87 -7.03 -20.79 0.095
H -1.31 -7.81 -21.08 0.096
H -2.67 -7.15 -23.10 0.107
```

Results
- SMILES: Fc1ccccc1.Fc1ccccc1.Fc1ccccc1.Fc1ccccc1.Fc1ccccc1.Fc1ccccc1.Fc1ccccc1.Fc1ccccc1.Fc1ccccc1
- Energy: -2983.31478 a.u.
- Orbital gap: 9.474 eV
- Relative energy (zero: lowest compared OMol25 entry of this formula, charge and spin): 482.9 kJ/mol
- HOMO level: -9.05 eV